Here is 2 unconnected molecules or ions with the total composition C17H26F10N4OP in a non-equilibrium geometry from the OMol25 dataset. Energies are from ωB97M-V/def2-TZVPD.

The geometry in XYZ format:
```
59
Properties=species:S:1:pos:R:3:forces:R:3
C -0.602755 -1.857441 0.183369 -0.8 -0.4 -0.2
C -1.858007 -1.171872 0.975302 1.8 -0.4 0.7
F -1.231426 -0.310814 1.981389 -1.6 -0.6 -1.8
C -2.816688 -0.329088 0.024606 -1.2 0.1 -0.8
N -2.657000 1.119072 0.049486 -3.0 -0.9 -2.6
C -3.469235 2.022198 -0.756465 -1.9 -2.8 -1.7
C -4.547495 1.485329 -1.743311 2.8 -3.0 2.9
C -4.721022 -0.062795 -1.793103 1.9 1.4 1.8
C -3.856633 -1.022767 -0.886432 0.3 4.6 -0.6
C -4.101134 -2.584667 -1.026927 1.0 -0.7 -1.6
F -2.899776 -3.361877 -1.113145 -2.6 2.1 0.5
F -4.753746 -2.773218 -2.300134 1.2 0.4 3.1
C -5.000893 -3.260597 0.109630 -0.5 -3.0 0.0
F -5.323815 -4.577169 -0.378526 0.9 3.3 1.0
F -4.320819 -3.485744 1.344784 -1.3 1.1 -2.9
C -6.410266 -2.547989 0.400792 -2.7 -1.3 0.1
F -6.979856 -1.885909 -0.723530 1.9 -1.3 2.4
F -7.327719 -3.611870 0.714382 2.2 2.7 -0.7
C -6.428638 -1.584628 1.692688 -0.7 1.2 2.4
F -6.578898 -2.389589 2.864947 0.2 2.4 -3.4
F -7.486160 -0.626036 1.597658 2.8 -2.9 0.3
F -5.243960 -0.836032 1.882122 -2.4 -1.7 -0.8
H 0.411462 -1.619992 0.700085 -1.9 0.0 -1.0
H -0.767860 -3.000990 0.174724 0.3 1.9 0.0
H -0.662292 -1.492893 -0.896353 0.6 -0.5 1.4
H -2.391791 -1.987148 1.583394 0.3 1.5 -1.1
H -1.956192 1.592548 0.655646 -0.5 -1.1 -0.3
H -3.327774 3.149055 -0.677005 0.1 -1.9 0.2
H -5.191184 2.139712 -2.420619 1.2 -0.9 1.3
H -5.525671 -0.455251 -2.518583 1.6 0.4 1.4
O 2.387327 -0.341004 0.498294 -3.4 2.5 -0.7
P 3.144268 0.933311 0.065125 6.2 -4.7 1.1
N 3.848529 0.165201 -1.286752 -0.1 -1.2 -1.2
C 5.221222 0.195362 -1.743879 0.3 0.7 0.1
C 2.957899 0.092197 -2.442686 -0.4 0.0 0.4
N 4.141003 0.908951 1.472410 0.9 0.2 1.2
C 5.137401 -0.143452 1.658522 0.1 -0.3 -0.3
C 3.361061 1.032211 2.709890 -0.2 0.3 -0.2
N 3.945775 2.461986 -0.414894 -2.8 2.4 -0.5
C 5.237794 2.924459 0.080845 0.3 -0.3 0.8
C 2.990020 3.576340 -0.329616 0.0 0.2 -0.4
H 5.472372 1.131134 -2.258629 0.1 0.1 -0.1
H 5.408997 -0.623128 -2.446636 -0.3 0.0 0.0
H 5.935638 0.038692 -0.940453 -0.1 0.1 0.1
H 2.951272 1.039647 -2.996513 0.0 0.0 -0.2
H 1.930423 -0.120693 -2.131402 0.1 0.0 0.1
H 3.248732 -0.712849 -3.123339 0.1 0.1 0.1
H 4.747712 -1.139512 1.420770 0.1 0.0 0.0
H 5.509680 -0.163039 2.688281 -0.3 0.2 0.0
H 6.021557 0.049504 1.053411 0.0 -0.1 -0.2
H 2.890549 0.083212 2.992039 -0.1 0.1 0.0
H 2.568045 1.778233 2.593297 0.0 0.0 0.0
H 3.994957 1.365082 3.536691 0.1 0.0 -0.2
H 5.200774 3.237215 1.129599 0.1 0.0 -0.1
H 5.572350 3.784001 -0.509284 -0.4 0.0 -0.2
H 6.018463 2.172978 -0.028984 -0.2 -0.1 0.1
H 2.764044 3.827779 0.712894 0.0 0.2 0.0
H 2.049847 3.305628 -0.824670 0.0 -0.1 0.0
H 3.369532 4.469016 -0.835202 0.1 -0.1 0.1
```
Forces are in eV/Å.

As for the spin multiplicity: 1. As for the charge: +1. The calculation puts the HOMO-LUMO gap at 4.650 eV. The total energy is -2297.0879 Eh.